The following is a DFT calculation (the ωB97M-V functional and the def2-TZVPD basis) of a 2-piece molecular cluster, C6H12N3O2 overall.

Values from the calculation:
Total charge ... +1
Maximum force ... 4.7 eV Å⁻¹
E_HOMO (spin up / spin down) ... -0.462 / -0.462 Eh
Kohn-Sham gap (spin up / spin down) ... 6.21 / 6.21 eV
Energy above the lowest of the compared OMol25 structures with the same formula, charge and spin ... 157.5 kcal/mol
Multiplicity ... 1

Last column: Mulliken charge in e.
Cartesian coordinates (Å):
C  -1.81  -0.26  0.54  -0.15
C  0.14  1.93  -0.09  0.68
C  2.65  -0.95  -0.85  -0.58
C  1.38  -1.64  -0.51  -0.47
C  1.30  -0.07  -0.74  -0.03
C  1.00  0.81  0.27  -0.25
N  -2.46  -1.25  1.15  -0.36
N  0.09  2.77  1.00  -0.47
N  -2.44  0.23  -0.49  0.21
O  -0.45  2.08  -1.14  -0.63
O  -3.75  -0.17  -0.95  -0.54
H  3.43  -0.71  -0.19  0.30
H  2.98  -0.90  -1.82  0.27
H  0.84  -2.29  -1.12  0.26
H  1.18  -2.07  0.43  0.29
H  0.93  0.01  -1.73  0.51
H  1.54  0.78  1.15  0.39
H  -2.10  -1.48  2.10  0.26
H  -3.31  -1.72  0.79  0.23
H  0.24  2.22  1.83  0.24
H  -0.66  3.43  0.99  0.28
H  -2.04  0.84  -1.06  0.20
H  -4.03  0.08  -1.85  0.36

The following is a DFT calculation (the ωB97M-V functional and the def2-TZVPD basis) of one molecule with the formula C4H9NO.

Values from the calculation:
Maximum force ... 0.5 eV Å⁻¹
E_HOMO ... -0.292 Eh
Kohn-Sham gap ... 8.77 eV
Energy above the lowest of the compared OMol25 structures with the same formula, charge and spin ... 73.3 kcal/mol
Multiplicity ... 1

Last column: Mulliken charge in e.
Cartesian coordinates (Å):
C  -1.74  -0.07  -0.36  -1.00
C  1.10  -0.64  1.14  -0.51
C  1.64  -0.85  -0.25  -0.25
O  1.46  0.10  -1.30  -0.56
C  -0.77  0.90  0.30  -0.37
N  0.09  0.19  1.28  -0.03
H  -2.36  -0.58  0.39  0.31
H  -2.41  0.46  -1.05  0.31
H  -1.20  -0.82  -0.94  0.28
H  2.71  -1.08  -0.16  0.40
H  1.17  -1.78  -0.59  0.27
H  2.02  0.86  -1.09  0.32
H  -1.31  1.67  0.86  0.39
H  -0.14  1.37  -0.45  0.19
H  -0.26  0.26  2.22  0.25

The following is a DFT calculation (the ωB97M-V functional and the def2-TZVPD basis) of a 2-piece molecular cluster, C3HCl2NO overall.

Values from the calculation:
Maximum force ... 4.7 eV Å⁻¹
E_HOMO (spin up / spin down) ... -0.340 / -0.340 Eh
Kohn-Sham gap (spin up / spin down) ... 8.71 / 8.72 eV
Energy above the lowest of the compared OMol25 structures with the same formula, charge and spin ... 51.1 kcal/mol
Multiplicity ... 1

Last column: Mulliken charge in e.
Cartesian coordinates (Å):
C  0.69  1.19  0.41  0.19
C  -1.15  -0.76  0.35  0.23
C  0.71  0.05  -0.42  0.14
N  0.45  2.18  0.87  -0.36
O  -0.86  -1.82  0.81  -0.33
Cl  1.65  -1.41  -0.27  -0.10
Cl  0.39  0.52  -2.08  -0.14
H  -1.88  0.05  0.33  0.38

The following is a DFT calculation (the ωB97M-V functional and the def2-TZVPD basis) of a 2-piece molecular cluster, C14H19N7O3 overall.

Values from the calculation:
Maximum force ... 2.4 eV Å⁻¹
E_HOMO ... -0.298 Eh
Kohn-Sham gap ... 8.49 eV
Structure (SMILES) ... CNC(=O)[C@@H](NC(C)=O)[C@@H](C)O.c1cn2cnc3[nH]cnc3c2n1
Energy above the lowest of the compared OMol25 structures with the same formula, charge and spin ... 0.0 kcal/mol
Multiplicity ... 1

Last column: Mulliken charge in e.
Cartesian coordinates (Å):
C  -5.76  -2.50  -0.23  -0.94
N  -4.60  -2.02  -0.99  -0.10
C  -3.46  -1.61  -0.43  0.29
O  -3.29  -1.61  0.78  -0.72
C  -2.34  -1.13  -1.37  -0.05
N  -2.75  -0.71  -2.73  -0.12
C  -3.66  0.18  -3.17  0.63
C  -4.49  1.04  -2.23  -0.93
O  -3.84  0.28  -4.36  -0.66
C  -1.31  -0.17  -0.73  0.14
C  -1.84  1.16  -0.20  -1.20
O  -0.69  -0.79  0.36  -0.58
H  -5.51  -3.41  0.31  0.30
H  -6.06  -1.74  0.49  0.30
H  -6.60  -2.70  -0.91  0.35
H  -4.67  -2.01  -2.00  0.29
H  -1.76  -2.04  -1.54  0.21
H  -2.28  -1.17  -3.50  0.24
H  -5.52  1.02  -2.58  0.30
H  -4.46  0.70  -1.20  0.29
H  -4.12  2.06  -2.29  0.28
H  -0.53  0.05  -1.47  0.38
H  -1.06  1.68  0.35  0.33
H  -2.13  1.80  -1.04  0.33
H  -2.69  1.00  0.46  0.24
H  -1.41  -1.10  0.94  0.40
C  7.69  -0.35  2.53  -0.44
C  7.76  0.65  1.59  -0.33
N  6.45  1.05  1.39  0.09
C  5.89  2.02  0.54  -0.01
N  4.58  2.24  0.48  -0.63
C  3.78  1.45  1.30  0.44
N  2.43  1.40  1.44  0.02
C  2.12  0.41  2.37  -0.25
N  3.21  -0.16  2.84  -0.72
C  4.24  0.48  2.16  0.68
C  5.68  0.26  2.21  0.17
N  6.38  -0.59  2.92  -0.74
H  8.55  -0.89  2.92  0.41
H  8.66  1.05  1.11  0.38
H  6.55  2.61  -0.09  0.34
H  1.76  1.95  0.91  0.17
H  1.11  0.14  2.66  0.43

The following is a DFT calculation (the ωB97M-V functional and the def2-TZVPD basis) of an isolated ion of composition C14H20N3O3 and charge +1.

Values from the calculation:
Total charge ... +1
Maximum force ... 4.9 eV Å⁻¹
E_HOMO ... -0.432 Eh
Kohn-Sham gap ... 6.41 eV
Structure (SMILES) ... CCOc1cc(N2CCOCC2)c(OCC)cc1[N+]#N
Energy above the lowest of the compared OMol25 structures with the same formula, charge and spin ... 112.7 kcal/mol
Multiplicity ... 1

Last column: Mulliken charge in e.
Cartesian coordinates (Å):
C  2.16  1.12  2.65  -1.06
C  1.30  2.30  2.14  -0.30
O  1.59  2.57  0.79  -0.46
C  1.03  1.83  -0.28  0.81
C  0.12  0.80  -0.05  -0.55
C  -0.32  -0.03  -1.15  -0.80
N  -1.22  -1.05  -0.92  0.67
C  -2.57  -0.68  -0.37  -0.66
C  -2.94  -1.66  0.76  -0.61
O  -2.66  -3.06  0.47  -0.40
C  -1.32  -3.32  -0.03  -0.77
C  -0.94  -2.44  -1.29  -0.47
C  0.19  0.19  -2.42  0.33
O  -0.27  -0.50  -3.51  -0.42
C  -1.49  0.05  -3.89  0.05
C  -2.09  -1.08  -4.75  -1.25
C  1.10  1.28  -2.62  -0.42
C  1.50  2.08  -1.56  -0.10
N  2.26  3.21  -1.72  0.62
N  3.12  3.93  -1.79  -0.36
H  2.05  0.95  3.80  0.34
H  3.08  1.34  2.31  0.41
H  1.93  0.07  2.17  0.25
H  1.66  3.05  2.76  0.37
H  0.24  2.04  2.29  0.29
H  -0.33  0.50  0.90  0.62
H  -2.51  0.30  0.01  0.51
H  -3.39  -0.85  -1.07  0.30
H  -2.42  -1.32  1.71  0.23
H  -3.91  -1.44  1.18  0.44
H  -0.65  -3.04  0.75  0.38
H  -1.11  -4.35  -0.22  0.42
H  -1.47  -2.71  -2.19  0.13
H  0.05  -2.65  -1.34  0.46
H  -2.08  0.23  -3.00  0.16
H  -1.35  0.93  -4.56  0.34
H  -1.41  -1.46  -5.51  0.33
H  -3.05  -0.87  -5.22  0.40
H  -2.29  -1.91  -4.09  0.25
H  1.70  1.33  -3.47  0.54

The following is a DFT calculation (the ωB97M-V functional and the def2-TZVPD basis) of a 3-piece molecular cluster, C9H14O10S2 overall.

Values from the calculation:
Maximum force ... 7.3 eV Å⁻¹
E_HOMO ... -0.365 Eh
Kohn-Sham gap ... 10.36 eV
Structure (SMILES) ... O=S1(=O)OCCO1.O=S1(=O)OCCO1.C#CCC(=O)OC
Multiplicity ... 1

Last column: Mulliken charge in e.
Cartesian coordinates (Å):
O  2.97  -4.45  1.53  -0.56
S  2.49  -3.10  1.59  1.08
O  3.05  -2.11  2.46  -0.53
O  0.88  -3.14  1.82  -0.34
C  0.23  -2.46  0.74  -0.19
C  1.15  -2.62  -0.45  -0.10
O  2.47  -2.50  0.08  -0.35
H  0.11  -1.41  1.02  0.22
H  -0.76  -2.90  0.56  0.32
H  0.97  -1.86  -1.21  0.18
H  1.05  -3.61  -0.90  0.28
O  -0.69  -1.89  -2.35  -0.51
S  -1.63  -0.93  -2.86  1.02
O  -3.03  -1.00  -2.60  -0.55
O  -1.40  -0.81  -4.47  -0.32
C  -1.08  0.54  -4.81  -0.35
C  -0.40  1.11  -3.57  -0.32
O  -1.10  0.56  -2.47  -0.21
H  -2.02  1.07  -5.02  0.30
H  -0.44  0.57  -5.69  0.30
H  -0.44  2.20  -3.55  0.34
H  0.64  0.79  -3.51  0.26
C  2.32  0.95  2.70  -0.35
C  1.43  1.92  2.80  -0.14
C  0.51  3.27  2.70  -0.38
C  -0.72  2.99  1.69  0.55
O  -0.52  3.00  0.43  -0.49
O  -2.05  2.73  2.18  -0.30
C  -2.09  1.53  3.01  -0.48
H  3.24  0.31  2.38  0.35
H  1.17  4.12  2.26  0.30
H  0.13  3.58  3.74  0.31
H  -1.96  0.56  2.40  0.16
H  -1.33  1.51  3.87  0.27
H  -3.14  1.49  3.49  0.25

The following is a DFT calculation (the ωB97M-V functional and the def2-TZVPD basis) of C23H28MoN4OSSi as an isolated structure.

Values from the calculation:
<S²> ... 2.028
Total charge ... +2
Maximum force ... 0.6 eV Å⁻¹
E_HOMO (spin up / spin down) ... -0.462 / -0.462 Eh
Kohn-Sham gap (spin up / spin down) ... 4.64 / 4.45 eV
Energy above the lowest of the compared OMol25 structures with the same formula, charge and spin ... 52.8 kcal/mol
Multiplicity ... 3

Last column: Mulliken charge in e.
Cartesian coordinates (Å):
Mo  -0.59  -0.32  0.29  1.08
C  -4.61  1.64  -0.01  -1.34
C  -3.46  0.70  0.02  0.61
N  -2.22  1.06  -0.06  0.19
N  -1.90  2.38  -0.19  -1.20
C  -0.62  2.52  -0.09  0.54
O  0.10  1.39  0.08  -0.67
C  0.07  3.78  -0.15  0.51
C  1.47  3.82  -0.09  -0.13
C  2.12  5.04  -0.16  -0.74
C  1.39  6.21  -0.29  -0.36
C  0.00  6.17  -0.35  -0.73
C  -0.66  4.97  -0.28  -0.39
C  -3.61  -0.74  0.16  0.49
C  -4.84  -1.38  0.17  -0.50
C  -4.88  -2.76  0.25  -0.54
C  -3.69  -3.46  0.30  -0.74
C  -2.50  -2.77  0.29  0.75
N  -2.45  -1.43  0.24  -0.20
H  -4.26  2.66  -0.12  0.32
H  -5.19  1.55  0.90  0.38
H  -5.26  1.39  -0.85  0.39
H  2.04  2.90  0.02  0.30
H  3.20  5.07  -0.12  0.43
H  1.90  7.16  -0.35  0.41
H  -0.57  7.09  -0.45  0.42
H  -1.74  4.92  -0.32  0.46
H  -5.75  -0.80  0.11  0.43
H  -5.83  -3.28  0.26  0.47
H  -3.67  -4.54  0.35  0.47
H  -1.55  -3.28  0.34  -0.29
S  3.25  0.40  1.01  -0.53
C  4.91  0.15  0.74  0.47
N  5.75  0.10  1.81  -0.08
C  7.09  -0.07  1.73  -0.21
C  7.69  -0.21  0.51  -0.65
C  6.87  -0.16  -0.63  -0.18
C  5.52  0.02  -0.52  -0.62
H  5.32  0.21  2.72  0.23
H  7.62  -0.09  2.66  0.42
H  8.75  -0.35  0.44  0.41
H  7.33  -0.26  -1.61  0.41
H  4.89  0.07  -1.40  0.41
C  0.50  -4.65  0.60  -1.14
Si  1.45  -3.46  -0.50  0.14
C  3.21  -3.28  0.08  -0.82
C  1.29  -3.87  -2.31  -1.06
C  0.72  -1.67  -0.29  -0.04
H  1.17  -5.47  0.86  0.41
H  -0.36  -5.10  0.10  0.33
H  0.17  -4.21  1.55  0.40
H  3.72  -4.25  -0.04  0.43
H  3.28  -2.99  1.13  0.32
H  3.75  -2.54  -0.52  0.16
H  1.57  -4.91  -2.48  0.36
H  1.95  -3.25  -2.91  0.34
H  0.27  -3.74  -2.67  0.35
H  1.43  -0.98  -0.80  0.59
H  0.90  -1.41  0.84  0.31

The following is a DFT calculation (the ωB97M-V functional and the def2-TZVPD basis) of a 8-piece molecular cluster, C38H62BrNO10 overall.

Values from the calculation:
Maximum force ... 6.8 eV Å⁻¹
E_HOMO ... -0.314 Eh
Kohn-Sham gap ... 7.25 eV
Structure (SMILES) ... C#CC1=C(N)C(=O)C=C(CC(=O)Br)C1=O.C1CCOC1.C1CCOC1.C1CCOC1.C1CCOC1.C1CCOC1.C1CCOC1.C1CCOC1
Multiplicity ... 1

Last column: Mulliken charge in e.
Cartesian coordinates (Å):
C  -6.86  -2.07  4.25  -0.20
C  -5.98  -2.15  3.25  -0.79
C  -5.23  -1.80  1.86  0.48
C  -5.86  -2.21  0.61  0.32
N  -7.13  -2.97  0.54  -0.56
C  -5.06  -1.77  -0.73  0.22
O  -5.75  -1.50  -1.77  -0.58
C  -3.46  -1.67  -0.66  -0.61
C  -2.84  -1.26  0.59  0.41
C  -1.23  -1.12  0.60  -0.13
C  -0.61  -0.39  1.89  0.33
O  -0.76  -0.83  3.06  -0.50
Br  0.49  1.27  1.61  -0.13
C  -3.83  -0.97  1.82  0.51
O  -3.63  -0.12  2.75  -0.55
H  -7.67  -1.92  5.06  0.35
H  -7.20  -3.32  -0.44  0.35
H  -7.07  -3.81  1.14  0.32
H  -2.85  -1.92  -1.60  0.35
H  -0.76  -2.17  0.38  0.40
H  -0.93  -0.47  -0.32  0.00
C  -1.11  3.17  -3.12  -0.13
C  -1.58  4.07  -2.00  -0.14
C  -1.83  3.07  -0.88  -0.56
O  -0.91  1.99  -1.08  -0.19
C  -0.32  2.12  -2.38  -0.56
H  -0.53  3.69  -3.89  0.29
H  -1.98  2.71  -3.61  0.03
H  -0.77  4.75  -1.71  -0.24
H  -2.46  4.67  -2.24  0.45
H  -2.85  2.67  -0.94  0.27
H  -1.68  3.51  0.11  0.33
H  0.72  2.43  -2.24  0.21
H  -0.33  1.15  -2.89  0.24
C  4.77  2.21  2.21  0.10
C  5.60  2.60  1.01  -0.61
C  4.53  2.91  -0.02  -0.46
O  3.39  3.39  0.70  -0.20
C  3.59  3.14  2.10  -0.53
H  5.30  2.31  3.16  0.33
H  4.44  1.17  2.11  -0.11
H  6.17  3.51  1.23  0.29
H  6.29  1.83  0.68  0.22
H  4.23  2.01  -0.56  0.25
H  4.85  3.66  -0.75  0.31
H  3.79  4.10  2.58  0.25
H  2.68  2.72  2.53  0.14
C  -6.70  -7.91  -0.64  -0.55
C  -6.85  -7.35  -2.04  -0.57
C  -7.27  -5.92  -1.76  -0.47
O  -6.67  -5.55  -0.51  -0.28
C  -6.15  -6.73  0.12  -0.54
H  -6.05  -8.79  -0.59  0.33
H  -7.68  -8.19  -0.25  0.27
H  -5.88  -7.35  -2.55  0.27
H  -7.57  -7.89  -2.66  0.33
H  -8.36  -5.84  -1.64  0.29
H  -6.96  -5.23  -2.54  0.29
H  -5.06  -6.68  0.05  0.31
H  -6.43  -6.74  1.18  0.29
C  0.74  7.61  -0.48  -0.35
C  1.58  6.57  0.23  -0.39
C  2.68  6.31  -0.78  0.17
O  2.88  7.53  -1.50  -0.47
C  1.79  8.42  -1.20  -0.55
H  0.12  8.21  0.19  0.38
H  0.08  7.12  -1.21  0.06
H  2.00  7.00  1.15  0.38
H  1.02  5.67  0.50  0.18
H  2.39  5.54  -1.50  0.06
H  3.62  6.01  -0.30  0.01
H  2.18  9.22  -0.56  0.27
H  1.42  8.87  -2.12  0.31
C  7.76  -1.57  4.62  -0.56
C  8.59  -1.17  3.42  -0.60
C  7.52  -0.86  2.39  -0.41
O  6.38  -0.38  3.11  -0.25
C  6.57  -0.63  4.50  -0.35
H  8.29  -1.47  5.57  0.36
H  7.43  -2.61  4.52  0.24
H  9.16  -0.27  3.64  0.28
H  9.28  -1.95  3.09  0.35
H  7.22  -1.77  1.85  0.29
H  7.84  -0.11  1.66  0.22
H  6.78  0.33  4.99  0.26
H  5.66  -1.06  4.94  0.18
C  -1.63  1.66  -7.86  -0.56
C  -2.78  1.11  -7.06  -0.54
C  -2.07  0.24  -6.04  -0.34
O  -0.79  0.85  -5.80  -0.37
C  -0.57  1.85  -6.80  -0.32
H  -1.87  2.58  -8.40  0.33
H  -1.30  0.91  -8.59  0.25
H  -3.31  1.92  -6.56  0.26
H  -3.51  0.55  -7.66  0.34
H  -1.90  -0.77  -6.42  0.31
H  -2.62  0.17  -5.10  0.21
H  -0.66  2.83  -6.32  0.17
H  0.45  1.76  -7.20  0.28
C  1.53  -4.47  3.96  -0.62
C  1.52  -2.97  3.73  -0.10
C  2.96  -2.60  3.98  -0.18
O  3.75  -3.74  3.61  -0.38
C  2.88  -4.86  3.41  -0.49
H  0.70  -4.99  3.48  0.33
H  1.48  -4.67  5.04  0.29
H  1.26  -2.76  2.68  -0.03
H  0.82  -2.43  4.37  0.38
H  3.14  -2.40  5.05  0.17
H  3.28  -1.73  3.41  0.05
H  2.83  -5.06  2.34  0.26
H  3.30  -5.74  3.91  0.30

DFT total energy for every record listed, in sequence, given in hartree: -550.122639, -287.715695, -1165.180939, -1153.940284, -935.040742, -1899.896560, -1942.808093, -4865.924541.